Entry 1:
{
  "formula": "C49H40MoN10O5P2S",
  "method": "ωB97M-V/def2-TZVPD",
  "species": ["Mo", "C", "N", "C", "P", "C", "C", "C", "C", "C", "C", "C", "C", "C", "C", "C", "C", "C", "C", "C", "C", "C", "C", "P", "C", "C", "C", "C", "C", "C", "C", "C", "C", "C", "C", "C", "H", "H", "H", "H", "H", "H", "H", "H", "H", "H", "H", "H", "H", "H", "H", "H", "H", "H", "H", "H", "H", "H", "H", "H", "H", "H", "H", "H", "H", "C", "C", "N", "O", "C", "C", "N", "O", "H", "H", "H", "H", "H", "H", "H", "N", "C", "N", "C", "N", "O", "S", "O", "N", "C", "O", "C", "C", "C", "C", "C", "C", "H", "H", "H", "H", "N", "C", "C", "C", "N", "C", "N"],
  "coordinates": [[1.512182, 0.553981, -1.723594], [-0.962753, -2.094728, -0.963345], [-1.755958, -1.605319, 0.115862], [-1.564777, -0.226097, 0.526204], [-0.766600, -0.099548, 2.208197], [-2.239985, 0.104165, 3.281805], [-2.529137, -0.926907, 4.172727], [-3.651007, -0.864336, 4.990551], [-4.490617, 0.238009, 4.927733], [-4.207163, 1.276071, 4.045473], [-3.087438, 1.208909, 3.229156], [-0.087031, 1.605363, 2.115354], [0.840781, 1.969711, 3.097838], [1.442744, 3.220463, 3.087332], [1.136109, 4.131035, 2.078731], [0.217692, 3.784078, 1.097439], [-0.389325, 2.531644, 1.117211], [-2.741821, -2.404470, 0.744990], [-4.000590, -1.865135, 1.014407], [-4.962001, -2.620879, 1.664507], [-4.699064, -3.931665, 2.044812], [-3.454474, -4.476490, 1.762413], [-2.479720, -3.718940, 1.124195], [0.848116, -1.846233, -0.724699], [1.596785, -2.903663, -2.026822], [2.946496, -3.232122, -1.915906], [3.556996, -4.011839, -2.884421], [2.822326, -4.470412, -3.973102], [1.477319, -4.153100, -4.083060], [0.866005, -3.371275, -3.111694], [1.257851, -2.922125, 0.724581], [1.057535, -4.291454, 0.513028], [1.276436, -5.206857, 1.526677], [1.713686, -4.775438, 2.773587], [1.933677, -3.426479, 2.988089], [1.702308, -2.505781, 1.972508], [-1.197298, -1.565698, -1.895005], [-1.126007, -3.160562, -1.110413], [-2.501639, 0.333349, 0.509695], [-0.893070, 0.250386, -0.183864], [-1.879247, -1.795014, 4.209718], [-3.868672, -1.677430, 5.672366], [-5.364740, 0.292578, 5.565336], [-4.859890, 2.139099, 3.995362], [-2.876687, 2.026057, 2.546057], [1.079204, 1.263456, 3.887177], [2.145610, 3.488942, 3.866416], [1.601780, 5.109180, 2.067176], [-0.041844, 4.494225, 0.319802], [-1.108149, 2.288179, 0.343095], [-4.240298, -0.861382, 0.688855], [-5.931883, -2.181594, 1.862573], [-5.457412, -4.522045, 2.542971], [-3.225659, -5.493355, 2.057692], [-1.494846, -4.144705, 0.950165], [3.523391, -2.888314, -1.065100], [4.606218, -4.262848, -2.789712], [3.300118, -5.074504, -4.734246], [0.898251, -4.505210, -4.927418], [-0.183035, -3.122916, -3.220161], [0.741299, -4.656376, -0.456053], [1.107887, -6.259286, 1.338571], [1.878111, -5.489595, 3.570822], [2.284805, -3.078019, 3.951436], [1.856423, -1.463257, 2.172200], [3.820979, 2.621449, 1.475297], [2.989043, 2.242448, 0.304988], [2.288383, 1.165019, 0.233367], [2.262246, 0.344850, 1.327681], [2.972024, 3.026174, -0.958382], [3.627967, 4.326137, -1.242753], [2.286894, 2.350167, -1.793833], [1.968913, 2.343031, -3.018567], [4.352341, 1.749513, 1.864578], [3.208006, 3.062915, 2.270439], [4.570397, 3.352573, 1.179626], [2.483908, 0.874638, 2.111892], [3.487287, 5.020951, -0.414212], [3.201825, 4.759071, -2.145750], [4.700506, 4.191452, -1.404530], [0.794467, -0.324286, -3.346814], [0.337135, -0.522652, -4.424997], [-0.118439, -0.888940, -5.500806], [-0.576659, -0.367809, -6.625209], [-0.969076, 0.022897, -7.637224], [-4.466182, 0.477130, -1.592595], [-3.665792, 1.176640, -2.557252], [-4.013970, 1.120810, -3.941467], [-2.085411, 0.764257, -2.340128], [-1.421022, 1.748546, -1.829570], [-0.213708, 1.720456, -1.382994], [-2.173402, 3.027574, -1.655713], [-1.717759, 4.245084, -1.189907], [-2.629063, 5.292624, -1.113676], [-3.956495, 5.111708, -1.501029], [-4.406571, 3.883298, -1.975511], [-3.485167, 2.858613, -2.037624], [-0.678367, 4.368731, -0.909564], [-2.307102, 6.261983, -0.754592], [-4.648795, 5.941696, -1.435054], [-5.433735, 3.738817, -2.284416], [3.428178, -0.058836, -2.074623], [4.554452, 0.236252, -2.109498], [5.860309, 0.617491, -1.928072], [6.678468, 1.047709, -3.016452], [7.342346, 1.408734, -3.885401], [6.290271, 0.709003, -0.567256], [6.552061, 0.796601, 0.553323]],
  "forces_ev_per_angstrom": [[-1.01, 0.57, -0.37], [-0.07, 0.17, -0.17], [-0.21, 0.11, 0.53], [-0.14, -0.36, 0.07], [-0.13, -0.07, 0.06], [0.09, 0.07, 0.08], [-0.01, -0.05, -0.01], [0.01, 0.02, -0.05], [0.03, 0.03, -0.04], [0.02, -0.04, 0.00], [-0.08, 0.05, -0.02], [-0.39, 0.37, 0.07], [-0.21, 0.46, 0.20], [-0.87, 0.01, 0.34], [-0.40, 0.02, 0.01], [0.41, 0.11, 0.57], [-0.43, 0.00, 0.47], [0.07, 0.18, -0.07], [-0.02, 0.02, 0.01], [0.01, -0.03, 0.05], [0.05, 0.04, -0.06], [0.02, 0.05, -0.03], [0.14, -0.11, 0.02], [0.68, -0.65, -0.21], [-0.04, 0.18, 0.03], [0.01, 0.00, -0.03], [-0.05, -0.02, -0.04], [0.04, 0.00, 0.03], [0.01, -0.01, 0.02], [-0.09, -0.03, -0.04], [-0.03, 0.11, -0.02], [0.01, 0.00, -0.01], [0.00, 0.00, 0.05], [-0.03, -0.02, -0.02], [-0.01, -0.02, -0.05], [0.02, 0.01, 0.02], [-0.06, -0.06, -0.10], [-0.07, -0.05, 0.04], [-0.06, 0.10, -0.08], [-0.15, -0.24, 0.26], [-0.01, 0.03, 0.01], [0.01, 0.02, -0.03], [0.02, 0.00, -0.02], [0.01, -0.02, 0.00], [0.01, -0.02, 0.01], [0.00, -0.02, 0.05], [-0.05, 0.01, 0.08], [0.02, 0.00, 0.01], [0.53, -0.11, 0.98], [0.20, 0.21, 0.81], [0.02, 0.00, -0.01], [0.01, -0.01, -0.01], [0.02, 0.02, 0.01], [-0.01, 0.01, -0.02], [-0.14, 0.06, 0.03], [-0.01, 0.02, 0.00], [-0.03, 0.01, -0.01], [-0.01, 0.01, 0.02], [0.02, 0.01, 0.02], [0.05, -0.01, -0.04], [-0.03, 0.01, 0.00], [0.00, 0.00, 0.01], [0.02, 0.01, -0.03], [-0.02, 0.00, -0.02], [-0.01, -0.06, -0.03], [0.37, 0.19, 0.14], [0.36, 0.41, -0.26], [0.25, -0.12, 0.33], [0.46, -0.34, -0.33], [-0.11, -0.08, 0.45], [0.10, 0.09, 0.04], [0.35, 0.13, -0.01], [-0.11, -0.28, 0.06], [0.06, 0.00, -0.08], [0.73, -0.32, -0.60], [0.05, -0.03, -0.05], [-0.06, 0.02, -0.09], [0.01, -0.01, -0.01], [0.00, -0.01, -0.01], [-0.02, 0.00, 0.04], [-0.33, -0.06, -0.36], [0.07, 0.34, 0.28], [-0.25, -0.39, -0.62], [0.20, 0.08, 0.45], [0.00, -0.04, 0.02], [0.02, -0.09, 0.01], [-0.15, 0.06, -0.11], [-0.02, -0.08, 0.00], [0.28, -0.25, 0.03], [0.00, 0.38, -0.21], [0.50, -0.61, -1.09], [-0.04, -0.06, -0.13], [-0.16, 0.20, -0.44], [-0.02, -0.07, -0.02], [0.02, 0.00, 0.03], [0.01, 0.01, 0.01], [-0.11, 0.16, 0.04], [-0.69, -0.05, -0.90], [-0.01, 0.00, -0.01], [0.03, -0.01, -0.01], [0.03, 0.01, 0.01], [0.25, -0.43, -0.17], [0.41, 0.17, 0.36], [0.17, 0.10, -0.06], [-0.13, -0.14, 0.27], [-0.04, -0.01, 0.03], [-0.16, 0.01, -0.32], [-0.01, 0.00, -0.07]],
  "multiplicity": 3,
  "e_tot_ev": -107863.7126,
  "relative_energy_ev": 1.6726,
  "homo_energy_ha": [-0.289, -0.289],
  "orbital_gap_ev": [6.64, 5.65],
  "largest_force_ev_per_a": 1.3
}

Entry 2:
{
  "formula": "C2H4FN3",
  "method": "ωB97M-V/def2-TZVPD",
  "species": ["C", "C", "N", "N", "N", "F", "H", "H", "H", "H"],
  "coordinates": [[-1.096833, -0.992135, -0.124482], [-0.134726, 0.134404, 0.007858], [-0.459008, -2.080222, -0.114454], [1.094175, -0.596812, 0.087088], [0.913613, -1.834446, 0.126402], [3.438917, 0.408060, 0.151159], [-2.079932, -0.772345, -0.113472], [-0.153023, 0.866357, -0.683356], [-0.231535, 0.548260, 0.940573], [2.620247, -0.080676, 0.382173]],
  "forces_ev_per_angstrom": [[3.68, 1.22, 0.08], [0.22, -3.99, 0.21], [-1.32, -2.21, 0.51], [1.32, -0.92, 0.82], [-0.55, 2.04, -1.05], [-0.62, -0.51, 0.56], [-3.38, -0.31, -0.40], [0.02, 2.46, -2.51], [-0.34, 1.39, 2.56], [0.97, 0.84, -0.79]],
  "e_tot_ev": -9324.0847,
  "relative_energy_ev": 1.8813,
  "homo_energy_ha": -0.414,
  "orbital_gap_ev": 10.62,
  "largest_force_ev_per_a": 4.0
}